Entry 1:
Computed, not measured: an isolated molecule of C5H7NO2 at a distorted geometry, with ωB97M-V/def2-TZVPD.

Each line ends with the Löwdin charge.
Cartesian coordinates (Å):
C  1.23  0.48  0.61  -0.34
C  -0.19  -0.05  1.13  -0.24
C  -0.50  -1.32  0.32  -0.14
C  -0.19  -0.16  -1.49  -0.13
C  0.40  1.07  -0.56  -0.19
H  -0.34  0.04  2.29  0.17
H  0.36  -1.95  0.10  0.09
H  -1.15  -2.14  1.13  0.18
H  -0.41  0.27  -2.48  0.10
H  0.61  -1.05  -1.69  0.15
H  0.97  2.05  -1.04  0.20
H  -0.87  1.87  1.29  0.22
N  -0.81  1.09  0.33  -0.02
O  2.36  0.69  0.97  0.10
O  -1.44  -0.88  -0.92  -0.14

* energy relative to the best compared isomer or geometry (same formula, charge and spin): 604.7 kJ/mol
* structure (SMILES): O=C1[C@@H]2COC[C@H]1N2
* frontier orbital gap: 10.10 eV
* molar mass: 113.12 g/mol

=====

Entry 2:
Computed, not measured: an isolated molecule of C5H6N2 at a distorted geometry, with ωB97M-V/def2-TZVPD.

Each line ends with the Löwdin charge.
Cartesian coordinates (Å):
C  1.37  -0.78  -0.08  -0.12
C  1.24  0.78  0.25  -0.08
C  -1.49  1.05  -0.15  -0.14
C  -1.55  -1.02  0.07  -0.23
C  -0.22  -0.78  -0.29  -0.18
H  1.88  -0.96  -1.17  0.14
H  1.81  -1.29  0.78  0.08
H  0.98  0.92  1.52  0.18
H  2.16  1.55  -0.28  0.17
H  -1.74  1.99  -0.49  0.09
H  -1.84  -2.05  0.03  0.09
N  -0.23  0.61  -0.36  -0.09
N  -2.36  -0.01  0.18  0.08

* energy relative to the best compared isomer or geometry (same formula, charge and spin): 430.0 kJ/mol
* structure (SMILES): c1ncn2c1CC2
* frontier orbital gap: 8.90 eV
* molar mass: 94.12 g/mol

=====

LUMO level? In order: 0.02249; 0.02190 hartree.